i | A single C2HClF2O2 molecule, computed with wB97M-V/def2-TZVPD.

XYZ file:
```
8
C2HClF2O2 (wB97M-V/def2-TZVPD)
C -0.58991 0.00182 0.46038
C 0.71311 -0.32932 -0.27590
O -1.47610 1.20958 -1.18110
O -1.56076 0.70056 -0.00640
F 1.01083 -1.59569 -0.34839
F 1.63395 0.30677 0.44581
Cl -0.52532 -0.50771 2.08763
H 0.79420 0.21400 -1.18203
```

Values from the calculation:
frontier orbital gap (alpha / beta)	8.7 / 8.8	eV
net charge	0

Atom charges from the Löwdin analysis, given in e for atoms 1 to 6:
1 C -0.551
2 C -0.458
3 O -0.105
4 O -0.074
5 F 0.140
6 F 0.067

ii | A single C2HClF2O2 molecule, computed with wB97M-V/def2-TZVPD.

XYZ file:
```
8
C2HClF2O2 (wB97M-V/def2-TZVPD)
C 0.67846 0.25166 0.02353
C -0.68662 -0.17018 -0.51187
O 0.37262 -0.56336 2.25682
O 1.01906 0.00832 1.26904
F -0.53906 -0.19011 -1.84225
F -1.73024 0.65993 -0.23597
Cl 1.82441 1.02894 -0.94423
H -0.93864 -1.02521 -0.01507
```

Values from the calculation:
frontier orbital gap (alpha / beta)	8.5 / 8.9	eV
net charge	0

Atom charges from the Löwdin analysis, given in e for atoms 1 to 6:
1 C -0.560
2 C -0.366
3 O -0.080
4 O -0.125
5 F 0.069
6 F 0.087

Out of the structures above, which one is the most stable? Solution: i.